No. 1
{
  "formula": "C6H15N4",
  "method": "ωB97M-V/def2-TZVPD",
  "total_charge": 1,
  "energy_ev": -12417.616,
  "homo_ev": -12.58,
  "max_force_ev_per_a": 6.33,
  "de_lowest_kj_mol": 149.8,
  "molar_mass_g_mol": 143.21,
  "multiplicity": 1,
  "smiles": "CN(C)[C@@H]1[NH+]=CNCN1C",
  "elements": ["N", "N", "N", "N", "C", "C", "C", "C", "C", "C", "H", "H", "H", "H", "H", "H", "H", "H", "H", "H", "H", "H", "H", "H", "H"],
  "positions_angstrom": [[-1.370110, -0.130633, -0.362116], [0.735131, 0.625917, 0.411266], [0.599435, -1.637477, -0.365967], [2.411593, -0.954134, 0.859502], [2.165078, 0.383442, 0.433389], [-2.203336, -0.328978, -1.498937], [-1.976135, 0.160703, 0.958220], [-0.039702, -0.120246, -0.567180], [1.637733, -1.940086, 0.403756], [0.414917, 2.084909, 0.395806], [-2.777324, -0.679147, 1.239727], [2.600868, 1.119632, 1.098589], [0.887800, 2.692089, -0.441554], [0.042363, -2.443045, -0.712485], [-2.718628, 0.969769, 0.920640], [-1.946050, 0.170631, -2.329722], [-3.272944, -0.077674, -1.274050], [-1.139108, 0.215561, 1.499137], [-2.297319, -1.370642, -1.743420], [-0.663192, 2.103265, 0.365709], [0.183148, -0.047831, -1.667113], [3.429566, -1.156595, 1.083096], [2.686607, 0.672419, -0.447694], [0.685994, 2.650661, 1.256831], [1.923615, -2.962513, 0.484571]],
  "forces_ev_per_a": [[-1.12, 1.17, 0.53], [0.10, 1.23, -0.39], [0.35, -1.15, 0.96], [2.39, -1.47, 0.37], [-1.14, 1.27, 0.63], [-3.18, -1.90, 2.57], [-4.82, -2.78, -3.02], [1.64, -1.05, -0.24], [-0.79, 1.89, -1.95], [0.04, -0.22, -1.57], [2.33, 1.04, -0.25], [-0.12, -0.26, 0.88], [-0.70, -1.07, 0.43], [0.46, 0.98, 0.43], [1.05, 0.64, -0.04], [1.26, 2.05, -2.90], [1.01, 0.20, 0.03], [2.27, 0.55, 3.38], [0.17, -0.84, -0.32], [-0.20, 0.56, -0.41], [0.00, 0.58, 0.90], [-2.06, 0.00, -0.09], [0.31, -0.48, -1.69], [0.51, -0.34, 1.18], [0.25, -0.59, 0.56]]
}

***

No. 2
{
  "formula": "C4H12",
  "method": "ωB97M-V/def2-TZVPD",
  "energy_ev": -4342.430,
  "homo_ev": -11.82,
  "max_force_ev_per_a": 0.53,
  "de_lowest_kj_mol": 9.5,
  "molar_mass_g_mol": 60.14,
  "multiplicity": 1,
  "smiles": "CC.CC",
  "elements": ["C", "C", "C", "C", "H", "H", "H", "H", "H", "H", "H", "H", "H", "H", "H", "H"],
  "positions_angstrom": [[-1.074849, -1.295611, -1.171198], [-2.077898, -1.291869, -2.318879], [0.922719, 1.571445, 1.486208], [2.237351, 1.001346, 2.011430], [2.509601, 0.082853, 1.499150], [-0.200485, -1.891280, -1.454958], [-0.725468, -0.301589, -0.871208], [-1.688725, -0.807439, -3.211005], [2.185564, 0.814195, 3.080844], [-1.535765, -1.731649, -0.278461], [-3.004472, -0.775847, -2.066099], [3.075159, 1.685696, 1.836696], [-2.326518, -2.329513, -2.569782], [1.096845, 2.233418, 0.643929], [0.409003, 2.223544, 2.198492], [0.197942, 0.812298, 1.184838]],
  "forces_ev_per_a": [[0.00, 0.02, 0.16], [-0.08, -0.11, 0.06], [-0.25, 0.47, -0.01], [0.11, 0.25, -0.07], [-0.07, -0.19, 0.02], [-0.09, 0.09, 0.22], [-0.09, -0.07, -0.26], [0.14, -0.03, -0.09], [0.05, -0.18, 0.06], [0.19, -0.10, -0.11], [0.00, -0.03, 0.11], [-0.21, 0.03, 0.13], [-0.06, 0.22, -0.08], [0.04, -0.14, -0.40], [0.17, -0.21, 0.23], [0.17, -0.04, 0.04]]
}

***

No. 3
{
  "formula": "C6F18Li2N3O12S6",
  "method": "ωB97M-V/def2-TZVPD",
  "total_charge": -1,
  "energy_ev": -149574.717,
  "homo_ev": -7.08,
  "max_force_ev_per_a": 17.55,
  "de_lowest_kj_mol": 2520.5,
  "molar_mass_g_mol": 854.32,
  "multiplicity": 1,
  "elements": ["S", "S", "S", "S", "S", "S", "F", "F", "F", "F", "F", "F", "F", "F", "F", "F", "F", "F", "F", "F", "F", "F", "F", "F", "O", "O", "O", "O", "O", "O", "O", "O", "O", "O", "O", "O", "N", "N", "N", "C", "C", "C", "C", "C", "C", "Li", "Li"],
  "positions_angstrom": [[-1.431717, 0.321070, -2.031340], [1.730391, -1.487494, 1.178973], [0.313365, 1.273882, 2.097809], [-2.081003, 0.297589, 1.450396], [2.709368, -0.075675, -0.862366], [-2.052940, -1.873323, -0.692672], [-2.386422, -4.317994, -1.342223], [0.494766, 3.344068, 0.308117], [1.862438, 2.471239, -0.403644], [1.914351, 3.486597, 1.913352], [-4.300430, 1.587135, 1.855449], [-2.584502, -3.010453, -3.049293], [4.009262, 2.127103, -0.338011], [-2.629217, 2.400916, 3.085926], [0.901344, -3.536106, -0.259560], [-0.283761, 2.264934, -3.714026], [2.815133, 1.454159, 1.301608], [0.499081, 2.281089, -1.648565], [-2.860977, 2.842973, 0.994204], [2.189037, -4.087919, 1.431760], [-0.530831, -3.433094, -2.250042], [2.959313, -3.336226, -0.454057], [1.027359, 0.686522, -3.126447], [-0.196956, 3.970869, 2.405777], [1.605049, 0.645015, 1.946682], [0.648501, -1.559616, 2.166182], [-1.835048, -2.534877, 0.581779], [3.038072, -1.145006, 1.745634], [-2.904663, -0.238571, 0.409301], [-2.373070, 1.222230, -1.377720], [3.937276, -0.789357, -0.653212], [-3.415743, -1.371791, -0.972519], [-1.918306, -0.313849, -3.219579], [-0.217095, 1.305955, 3.477001], [2.313474, 0.111077, -2.282020], [-1.994410, -0.488642, 2.652676], [-0.704972, -0.689238, -1.062464], [-0.712621, 0.677696, 0.853332], [1.246392, -0.766494, -0.148115], [0.072562, 1.488588, -2.663836], [-2.976623, 1.927951, 1.884804], [0.583802, 3.176655, 1.603932], [-1.858119, -3.282064, -1.917218], [1.966787, -3.287471, 0.431539], [2.826140, 1.627691, -0.014558], [0.630799, -1.278337, -1.370895], [-0.044637, -0.089406, 0.078146]],
  "forces_ev_per_a": [[-2.54, 4.32, -1.89], [1.59, -2.97, 5.39], [-0.53, -0.59, 3.67], [-3.37, -0.23, 3.65], [0.47, -0.82, -2.73], [-3.99, -0.17, 0.77], [0.49, -0.88, 0.01], [-5.98, 4.05, 3.51], [8.62, -3.87, 0.61], [-2.16, 0.20, 0.27], [0.58, 0.09, 0.85], [1.44, -0.64, 1.32], [0.43, 0.16, -0.85], [-0.53, -0.05, -0.37], [-2.01, -1.13, -0.38], [-0.42, -0.20, 1.12], [11.54, 6.86, -7.37], [-3.13, -1.65, -4.42], [0.99, 1.66, -1.36], [-0.14, -1.02, 0.22], [-1.48, -0.35, 0.03], [0.68, -0.12, 0.22], [-9.44, 4.58, -5.73], [0.91, -1.01, -1.87], [-13.03, -3.69, 5.98], [0.89, -1.27, -2.43], [1.12, 0.56, -1.77], [-1.26, -1.46, -1.50], [1.04, 4.23, 4.92], [2.00, -0.27, -1.44], [-0.63, 0.74, 0.50], [1.98, -5.43, -4.85], [0.68, -0.26, -0.50], [0.80, 0.79, -3.06], [8.93, -4.11, 9.13], [-0.18, 0.96, -0.56], [-11.74, -3.15, -5.18], [-4.84, 12.01, 11.84], [13.38, 0.79, 3.75], [-1.55, -0.48, -0.62], [-1.08, -2.29, 0.87], [1.19, -0.19, 1.83], [-0.22, 2.17, -1.82], [1.10, 3.31, 0.95], [1.13, 0.17, 0.60], [2.51, -5.21, -7.72], [5.76, -4.15, -3.61]]
}

***

Taking the records one at a time from the top gives lowest unoccupied orbital energy values of -2.9 1.1 2.2 eV.